{"formula": "C36H60N5O3", "method": "ωB97M-V with the def2-TZVPD basis set", "homo_lumo_gap_ev": [8.924, 8.169], "total_energy_ha": -1906.74280, "lumo_ev": [0.3, -0.4], "mol_weight_g_mol": 610.91, "homo_ha": [-0.31561, -0.31561], "multiplicity": 2, "elements": ["C", "C", "N", "C", "C", "N", "C", "C", "C", "N", "C", "C", "N", "C", "C", "O", "C", "C", "O", "C", "C", "C", "C", "C", "C", "C", "C", "C", "C", "C", "C", "C", "C", "H", "H", "H", "H", "H", "H", "H", "H", "H", "H", "H", "H", "H", "H", "H", "H", "H", "H", "H", "H", "H", "H", "H", "H", "H", "H", "H", "H", "H", "H", "H", "H", "H", "H", "H", "H", "H", "H", "H", "H", "H", "H", "C", "C", "C", "C", "C", "C", "N", "O", "C", "C", "C", "H", "H", "H", "H", "H", "H", "H", "H", "H", "H", "H", "H", "H", "H", "H", "H", "H", "H"], "xyz": [[-1.930483, 5.652290, -0.137035], [-0.783898, 5.272384, -1.237953], [0.487788, 5.047117, -0.475399], [1.623480, 5.874936, -0.969521], [1.309298, 7.467470, -0.851257], [1.074125, 8.649341, -0.804711], [2.001233, 5.627480, -2.522770], [2.330037, 4.077136, -2.865187], [1.133623, 3.093448, -3.352712], [3.541868, 3.545614, -2.745136], [2.871108, 5.567184, 0.045492], [4.255446, 6.184358, -0.466208], [5.336947, 6.344561, -0.991998], [2.540472, 6.111889, 1.551956], [2.799003, 4.851095, 2.553508], [2.589513, 5.190746, 3.943522], [3.447474, 4.446809, 4.846300], [2.824047, 3.052177, 5.380559], [3.773193, 1.929577, 5.260908], [3.369537, 1.235766, 4.055712], [2.259493, 0.141642, 4.076427], [1.858842, -0.543425, 2.728233], [2.542313, -0.188350, 1.357638], [2.125509, -0.883259, -0.052982], [3.108391, -2.193759, -0.160408], [2.502913, 0.028884, -1.335359], [0.626773, -1.464768, -0.065145], [-0.533196, -0.401618, -0.402025], [-0.289364, 1.088086, 0.155086], [-0.941692, -0.326475, -1.972771], [-1.875796, -0.945933, 0.366781], [3.650463, 0.917723, 1.387595], [4.083556, 1.627401, 2.728342], [-2.669433, 4.761405, -0.047517], [-2.460599, 6.639756, -0.370439], [-1.405551, 5.713911, 0.889467], [-0.697755, 6.045499, -2.077128], [-1.119519, 4.260425, -1.692706], [0.800498, 4.066573, -0.578945], [1.153844, 5.977707, -3.234868], [2.937431, 6.228281, -2.851858], [0.607814, 3.654217, -4.225249], [1.527595, 2.096818, -3.752705], [0.328699, 2.924368, -2.556900], [3.503064, 2.541579, -3.019563], [2.914021, 4.408160, 0.112582], [3.247906, 6.966801, 1.859739], [1.447491, 6.433622, 1.669256], [2.047558, 4.031112, 2.211281], [3.852510, 4.463165, 2.313399], [4.485005, 4.226196, 4.386105], [3.613490, 5.103662, 5.789748], [1.856491, 2.795271, 4.825276], [2.560759, 3.155255, 6.496380], [1.750934, -0.165208, 5.053164], [1.024961, -1.324709, 2.773032], [4.216279, -1.921155, -0.045481], [2.867059, -2.778895, -1.121439], [2.792348, -2.866664, 0.732789], [1.911277, -0.253246, -2.282963], [3.613924, -0.206752, -1.582017], [2.475477, 1.161799, -1.117548], [0.595393, -2.258801, -0.916132], [0.420982, -2.056440, 0.903433], [0.512581, 1.685134, -0.406443], [-1.283661, 1.661173, 0.013735], [-0.013333, 1.037006, 1.266683], [-1.965331, -0.857723, -2.107951], [-0.145761, -0.728750, -2.688046], [-1.161039, 0.789678, -2.208243], [-2.296975, -1.892253, -0.134178], [-1.538943, -1.258199, 1.435447], [-2.660963, -0.114968, 0.511283], [4.188767, 1.261667, 0.435315], [4.914485, 2.419526, 2.728913], [-3.722685, -7.205320, -2.864702], [-2.942906, -6.343419, -1.836218], [-2.331680, -7.250286, -0.742298], [-3.354848, -7.773507, 0.260463], [-4.179542, -6.632924, 0.844892], [-4.827136, -5.739660, -0.234124], [-3.851187, -5.294558, -1.275835], [-3.069904, -4.322129, -0.719698], [-6.002378, -6.502486, -0.897838], [-5.527953, -4.545582, 0.468490], [-1.774986, -5.741217, -2.664428], [-4.516419, -6.628837, -3.349273], [-3.074146, -7.564676, -3.669259], [-4.163605, -8.100597, -2.423403], [-1.562556, -6.697233, -0.189729], [-1.819182, -8.100959, -1.205564], [-4.008206, -8.515657, -0.208352], [-2.835183, -8.297236, 1.069630], [-4.950843, -7.048811, 1.502478], [-3.529472, -6.026630, 1.488106], [-6.421682, -5.929100, -1.731545], [-6.811557, -6.670536, -0.180280], [-5.732517, -7.491112, -1.263393], [-4.842469, -3.962923, 1.088998], [-6.321388, -4.897049, 1.133758], [-5.985588, -3.871860, -0.263227], [-2.149901, -5.087616, -3.458239], [-1.187411, -6.534300, -3.137698], [-1.072290, -5.170485, -2.051215]], "forces_ev_per_angstrom": [[0.364, -0.519, 0.087], [-1.597, -0.796, 0.788], [0.896, 0.722, -1.458], [0.978, 1.290, -0.157], [-0.928, 2.862, 0.085], [1.214, -5.978, -0.241], [0.786, -0.518, -1.116], [1.015, -2.255, 0.378], [-0.192, 1.571, -0.661], [-3.113, 1.656, -0.264], [-0.098, 0.848, 0.402], [3.127, -1.310, -2.335], [-5.861, -0.444, 3.047], [0.394, -0.731, 0.833], [-0.631, 0.069, -1.564], [1.376, -0.931, -0.660], [0.469, -0.279, 1.052], [-0.534, 0.705, 0.561], [-2.177, -0.320, -2.384], [0.073, -1.412, -2.767], [1.797, 0.924, -3.532], [2.381, 2.295, 0.188], [0.693, 2.226, 2.601], [1.150, -0.789, 0.369], [-1.181, -0.177, 0.937], [1.002, -0.074, 0.162], [0.284, 0.023, -0.994], [-1.447, -0.130, 0.403], [-0.326, -0.208, 0.040], [-0.606, 0.691, 0.514], [0.952, -0.100, 0.875], [-1.300, -0.629, 3.202], [-2.918, -2.932, -0.113], [1.011, 1.739, -0.274], [0.654, -1.556, 0.353], [-0.850, 0.126, -1.710], [-0.037, -1.059, 1.336], [0.644, 1.776, 0.461], [-0.294, 0.714, 0.085], [1.269, -0.657, 1.442], [-1.502, -0.945, 0.888], [0.710, -1.078, 1.372], [-0.452, 1.481, 0.751], [1.260, 0.178, -1.008], [-0.072, 0.865, 0.228], [0.479, 1.941, -0.411], [-1.201, -1.261, -0.646], [1.636, -0.386, -0.411], [1.205, 1.111, 0.682], [-1.335, 0.541, 0.727], [-1.644, 0.367, 0.596], [-0.323, -0.893, -1.794], [1.368, 0.526, 0.710], [0.541, -0.203, -1.658], [0.875, 0.588, -1.627], [1.432, 1.291, -0.116], [-1.690, -0.376, -0.331], [0.614, 0.991, 1.322], [0.775, 0.932, -1.484], [0.731, 0.523, 1.673], [-1.797, 0.478, 0.349], [-0.297, -1.809, -0.460], [0.074, 1.250, 1.411], [0.294, 1.132, -1.482], [-0.975, -1.053, 0.771], [1.547, -0.843, 0.377], [-0.431, 0.279, -1.593], [1.965, 0.635, -0.028], [-1.244, 0.533, 1.000], [0.523, -1.830, 0.130], [0.524, 1.559, 0.687], [-0.705, 0.546, -1.648], [1.085, -1.372, -0.557], [-0.971, -0.724, 1.562], [-1.473, -1.464, 0.039], [-0.290, -0.193, -0.036], [0.480, -1.135, -1.683], [-0.130, 0.159, 0.356], [-0.027, -0.042, -0.028], [0.430, 0.013, -0.058], [-2.140, -0.378, 0.389], [2.984, 1.627, 2.876], [-1.693, -1.401, -1.465], [0.065, -0.230, -0.196], [0.681, 0.341, -0.185], [-0.087, 0.600, 0.498], [0.073, -0.035, 0.145], [0.105, 0.140, 0.239], [-0.078, 0.123, 0.016], [-0.105, 0.145, -0.138], [-0.084, 0.210, -0.193], [0.000, 0.042, -0.016], [-0.053, 0.023, -0.092], [-0.101, 0.205, -0.190], [-0.063, 0.112, -0.184], [0.127, -0.050, 0.101], [0.216, 0.184, 0.050], [0.061, 0.079, -0.078], [0.050, -0.057, -0.234], [0.124, -0.245, -0.206], [0.116, -0.090, 0.036], [-0.020, -0.045, 0.118], [-0.333, -0.093, 0.147], [-0.272, 0.049, 0.015]], "lowdin_charge": [-0.094, -0.239, -0.027, -0.386, -0.116, 0.142, -0.083, -0.326, -0.062, 0.113, -0.197, -0.138, 0.130, -0.115, -0.217, -0.169, -0.160, -0.147, -0.143, -0.218, 0.016, -0.011, -0.116, -0.444, -0.081, -0.079, -0.127, -0.495, -0.078, -0.064, -0.082, -0.003, 0.010, 0.073, 0.072, 0.074, 0.113, 0.103, 0.090, 0.121, 0.131, 0.093, 0.077, 0.039, 0.037, 0.140, 0.131, 0.117, 0.135, 0.113, 0.130, 0.136, 0.130, 0.131, 0.106, 0.086, 0.091, 0.089, 0.093, 0.080, 0.091, 0.056, 0.130, 0.105, 0.052, 0.086, 0.086, 0.086, 0.067, 0.074, 0.071, 0.081, 0.088, 0.093, 0.100, -0.041, -0.476, -0.137, -0.185, -0.138, -0.483, -0.040, -0.039, -0.043, -0.044, -0.048, 0.089, 0.081, 0.066, 0.123, 0.126, 0.102, 0.115, 0.125, 0.124, 0.092, 0.087, 0.057, 0.075, 0.084, 0.089, 0.090, 0.084, 0.071]}